# 1
DFT (ωB97M-V/def2-TZVPD) results for a cluster of 2 separate species, C6H12O in total.

Cartesian coordinates (Å):
C -0.52488 -1.48312 -0.44064
C -0.03009 -0.20968 -1.13542
C -2.24402 1.03342 1.42462
C -1.20499 1.82456 1.66940
O 1.43078 1.40004 -0.13799
C 1.30528 0.28783 -0.60862
C 2.48552 -0.65477 -0.71383
H -1.55407 -1.70302 -0.74202
H 0.08751 -2.35385 -0.69842
H -0.51954 -1.36274 0.64801
H -0.74926 0.60352 -1.00724
H -2.84001 0.60024 2.22407
H -2.54528 0.78277 0.40889
H -0.90999 2.07173 2.68667
H -0.58929 2.23793 0.87458
H 0.07493 -0.39615 -2.21310
H 2.29521 -1.58486 -0.16715
H 2.65692 -0.92441 -1.76272
H 3.37527 -0.16945 -0.30910

Values from the calculation:
max |F|: 0.48 eV/A
SMILES: CCC(C)=O.C=C
E_HOMO: -9.578 eV
net charge: 0
M: 100.16 g/mol
frontier orbital gap: 10.51 eV
energy above the lowest of the compared OMol25 structures with the same formula, charge and spin: 116.3 kJ/mol


# 2
DFT (ωB97M-V/def2-TZVPD) results for a cluster of 11 separate species, C27H65BF3N14O23P2 in total at a distorted geometry.

Cartesian coordinates (Å):
C -3.78767 -0.51642 -2.23017
C -3.02261 -1.82181 -1.97076
C -1.48691 -1.65378 -1.90116
C -1.07905 -1.14442 -0.57397
N -1.89034 -0.52914 0.28146
C -1.15574 -0.23131 1.33742
N -1.55725 0.38469 2.45090
C -2.94735 0.86745 2.51402
C -3.06817 2.35022 2.04590
O -1.89419 2.88196 1.50031
C -4.21838 2.57805 1.07367
F -3.97669 1.96297 -0.10993
F -4.32860 3.91217 0.81610
F -5.39711 2.15628 1.57427
P -0.48852 0.61920 3.78889
C -0.80254 -0.70730 5.04126
C -1.60768 -1.86495 4.42794
C -0.82801 2.23074 4.55144
C 0.05503 2.31258 5.81400
N 0.11752 -0.64521 1.17638
B 1.39243 -0.59741 2.00065
O 1.69354 -1.64346 2.84137
O 2.20985 0.46907 1.92256
C 3.06668 0.70726 3.04927
C 3.46619 2.18228 3.03841
N 0.15112 -1.21579 -0.06840
P 1.71950 -1.81996 -0.64428
C 2.36478 -0.38956 -1.58977
C 1.45890 -3.13309 -1.88740
C 1.27276 -2.66680 -3.35031
H -4.35178 -0.25738 -1.34680
H -4.53169 -0.69073 -3.00168
H -3.13386 0.30000 -2.51467
H -3.33234 -2.20925 -1.00434
H -3.26283 -2.59915 -2.68528
H -1.06229 -2.62432 -2.10850
H -1.20536 -0.92765 -2.65550
H -3.62403 0.19241 2.00088
H -3.22118 0.84693 3.56216
H -3.28756 2.96335 2.91391
H -1.69835 2.44051 0.66343
H -1.31941 -0.32613 5.91696
H 0.17832 -1.09236 5.29109
H -1.37128 -2.75664 4.98368
H -2.67634 -1.69540 4.46962
H -1.30572 -2.07227 3.40524
H -1.87934 2.37087 4.80034
H -0.58532 3.03839 3.87239
H 0.59013 1.37523 5.96032
H 0.80543 3.07264 5.63454
H -0.52598 2.53129 6.69621
H 1.18019 -2.41858 2.57791
H 2.53500 0.51388 3.97462
H 3.94089 0.06967 2.98308
H 3.53090 2.54215 4.05870
H 4.38970 2.35693 2.50215
H 2.65539 2.71765 2.55649
H 3.08962 0.10864 -0.95241
H 1.57916 0.32754 -1.78885
H 2.86692 -0.71042 -2.49471
H 2.38108 -3.70573 -1.84266
H 0.65864 -3.80718 -1.60194
H 0.75109 -1.71787 -3.38844
H 2.22407 -2.52871 -3.84517
H 0.64605 -3.36157 -3.89586
C 2.11870 2.47731 -5.03255
N 1.75346 1.08817 -4.65687
O 0.81272 0.91862 -3.89788
O 2.41374 0.19153 -5.13053
H 1.44715 3.15708 -4.52157
H 3.14827 2.63697 -4.72604
H 2.01736 2.55069 -6.11725
C -2.14548 0.77208 -5.70553
N -2.03892 -0.71091 -5.64785
O -1.20135 -1.19004 -4.90388
O -2.79289 -1.34484 -6.34758
H -1.41320 1.19713 -5.02798
H -1.94835 1.06965 -6.73192
H -3.15695 1.03483 -5.41018
C -0.21731 5.53103 8.33751
N 0.65228 4.48449 8.94072
O 1.80104 4.41288 8.55221
O 0.14677 3.76613 9.77520
H 0.36594 6.08542 7.61231
H -1.05413 5.02389 7.86378
H -0.56537 6.17845 9.13605
C -0.83524 -2.38594 -9.57230
N -0.60717 -0.94239 -9.85953
O -1.23436 -0.13243 -9.20639
O 0.19115 -0.67222 -10.72852
H -1.56880 -2.46460 -8.77820
H -1.19167 -2.84563 -10.48866
H 0.11849 -2.81065 -9.27517
C -3.72677 0.82265 8.47666
N -3.39736 2.25637 8.26476
O -3.91629 3.07822 8.97860
O -2.60862 2.51267 7.36689
H -4.43308 0.74917 9.29420
H -4.15663 0.44957 7.55143
H -2.79718 0.31190 8.71109
C 3.45755 1.73178 -10.04406
N 2.84308 2.40645 -8.86943
O 2.83285 3.61730 -8.83805
O 2.37879 1.69123 -7.99845
H 3.81998 2.48982 -10.72240
H 4.26913 1.11446 -9.67002
H 2.69084 1.12340 -10.50572
C 1.95072 2.93176 -14.50716
N 3.04615 2.16496 -13.85342
O 4.13962 2.17979 -14.36835
O 2.76408 1.56751 -12.82999
H 2.34981 3.40450 -15.39584
H 1.16350 2.22589 -14.75267
H 1.59770 3.66753 -13.79128
C -2.51662 -6.73129 5.98225
N -2.04909 -5.36661 5.61311
O -2.47231 -4.42782 6.25593
O -1.26734 -5.28443 4.68764
H -3.20074 -6.64339 6.81696
H -3.00662 -7.15279 5.11018
H -1.63921 -7.31229 6.24832
C 5.22171 -2.94944 1.02806
N 5.06434 -4.33206 0.49498
O 5.93296 -5.13618 0.73481
O 4.05508 -4.55645 -0.14764
H 6.15505 -2.89967 1.57565
H 5.22562 -2.27319 0.17851
H 4.36943 -2.75009 1.67259
C 1.04840 -1.22442 8.47368
N -0.10724 -1.37782 9.39942
O -0.92281 -0.47490 9.44155
O -0.15396 -2.39169 10.05383
H 0.95447 -0.27180 7.96540
H 1.95158 -1.26310 9.07445
H 1.01417 -2.05540 7.77516

Values from the calculation:
max |F|: 2.09 eV/A
E_HOMO: -10.929 eV
net charge: +1
M: 1083.65 g/mol
frontier orbital gap: 9.09 eV


# 3
DFT (ωB97M-V/def2-TZVPD) results for a structure of composition C16H29Cl4N3 at a distorted geometry.

Cartesian coordinates (Å):
C 0.06220 -2.81808 2.69746
C 0.09761 -3.08047 1.20105
C 0.14580 -1.77001 0.37569
C 1.27633 -0.83004 0.54990
N 2.14302 -0.09908 0.66841
H -0.27817 -3.69159 3.25354
H -0.69600 -2.08653 2.97687
H 1.08339 -2.61270 3.01852
H -0.69561 -3.75600 0.88078
H 1.00918 -3.62849 0.96269
H -0.74002 -1.15202 0.52238
H 0.19024 -1.91260 -0.70402
C -2.42563 -2.49000 1.71184
C -2.40191 -2.03430 0.27815
C -2.55303 -0.48720 0.14787
C -1.47086 0.28159 0.68904
N -0.58151 0.92094 1.11866
H -1.94108 -3.45797 1.83972
H -3.47127 -2.59298 2.00189
H -1.94154 -1.77046 2.37216
H -3.22176 -2.57059 -0.19971
H -1.44643 -2.28518 -0.18251
H -3.49920 -0.16143 0.57999
H -2.46951 -0.18246 -0.89533
C -0.10032 3.41126 -1.47937
C -0.11872 2.82889 -0.02953
C -1.46735 2.66243 0.61773
C -2.41522 2.00013 -0.24458
N -3.15639 1.42026 -0.94600
H -0.53070 2.66892 -2.15153
H 0.93481 3.62214 -1.74797
H -0.80104 4.23718 -1.60167
H 0.42052 3.55520 0.57858
H 0.35524 1.85355 0.08079
H -1.86711 3.63421 0.90745
H -1.39706 2.04649 1.51427
Cl 1.87768 1.80792 -1.42998
C 0.88781 0.34302 -1.18984
C -0.56033 0.58357 -1.78577
Cl -1.51314 -1.00359 -1.62795
H 0.93736 0.10475 -0.12735
H 1.44787 -0.44324 -1.69604
H -0.55149 0.80448 -2.85311
H -1.11173 1.38656 -1.29662
Cl 5.59136 1.59809 0.10632
C 4.32353 0.56001 -0.49612
C 3.62893 1.08966 -1.74050
Cl 4.70661 0.97359 -3.19210
H 3.63959 0.41247 0.33969
H 4.79487 -0.41526 -0.61769
H 3.10571 2.04577 -1.75429
H 2.76434 0.47944 -2.00165

Values from the calculation:
max |F|: 17.64 eV/A
E_HOMO: -7.062 eV
net charge: 0
M: 405.24 g/mol
frontier orbital gap: 7.34 eV
energy above the lowest of the compared OMol25 structures with the same formula, charge and spin: 2799.0 kJ/mol


# 4
DFT (ωB97M-V/def2-TZVPD) results for a structure of composition C27H21AuN9P2S2 at a distorted geometry.

Cartesian coordinates (Å):
Au 2.74022 -0.84445 -0.19330
S 1.12573 -2.25020 -2.93995
P -0.11070 -1.47069 -1.47733
C 0.78287 -0.27039 -0.52338
P 0.72591 1.41644 -0.66593
S 2.39537 1.63291 -1.77245
C -0.76754 2.12623 -1.34805
C -0.81657 2.63633 -2.65130
C -2.00593 3.09670 -3.25132
C -3.21380 2.91271 -2.60278
C -3.20697 2.32790 -1.28648
C -2.02823 2.02237 -0.67090
C 0.69401 2.20893 0.97661
C 0.59311 1.45018 2.15302
C 0.63888 2.08051 3.39302
C 0.72119 3.44762 3.42334
C 0.67882 4.19198 2.24984
C 0.67121 3.59642 1.01903
C -0.46541 -2.73744 -0.25124
C -1.35893 -3.71711 -0.60999
C -1.79008 -4.68537 0.20852
C -1.25111 -4.74600 1.50415
C -0.29357 -3.83127 1.89774
C 0.13732 -2.83950 1.03673
C -1.90041 -0.92170 -1.94338
C -2.86342 -1.13924 -0.98187
C -4.20887 -0.85768 -1.25767
C -4.54894 -0.31245 -2.50954
C -3.57362 -0.14262 -3.47112
C -2.24535 -0.47612 -3.26097
H 0.11806 2.56716 -3.19414
H -1.91289 3.45379 -4.25193
H -4.14838 3.30716 -2.97011
H -4.17806 2.16134 -0.83391
H -1.98211 1.60665 0.37420
H 0.36732 0.33523 2.10730
H 0.64545 1.58147 4.37305
H 0.61837 3.90277 4.38377
H 0.70216 5.27333 2.31692
H 0.66908 4.28022 0.12306
H -1.78565 -3.49648 -1.57917
H -2.63712 -5.30407 -0.06696
H -1.71318 -5.44603 2.26653
H 0.02062 -3.63123 2.94075
H 0.78109 -2.10804 1.49279
H -2.52028 -1.59150 0.02148
H -5.05676 -0.85477 -0.57054
H -5.53588 0.04140 -2.73141
H -3.83369 0.31004 -4.42866
H -1.43658 -0.18641 -3.95201
N 5.31032 -0.07201 1.88927
C 5.63414 -0.83535 0.77634
N 6.87436 -1.14004 0.44143
N 6.76381 -1.91783 -0.62825
N 5.54404 -2.08764 -0.93574
N 4.76143 -1.40550 -0.05108
C 4.20195 -0.30496 2.65098
N 4.19304 -0.26783 3.96417
N 2.86537 -0.72057 4.25707
N 2.23786 -0.94647 3.11588
N 3.04842 -0.68212 2.10650
H 6.12848 0.27332 2.39944

Values from the calculation:
max |F|: 2.71 eV/A
E_HOMO (spin up / spin down): -5.384 / -5.401 eV
2S+1: 3
net charge: -1
M: 794.58 g/mol
frontier orbital gap (spin up / spin down): 7.50 / 6.04 eV
energy above the lowest of the compared OMol25 structures with the same formula, charge and spin: 79.8 kJ/mol